# 1
Density functional theory data (wB97M-V/def2-TZVPD) for a 11-piece molecular cluster, C44H77N11 overall at a distorted geometry.

Total charge: 0
E_LUMO, eV: -0.2314
Gap between HOMO and LUMO, eV: 10.93
ΔE to the lowest compared entry with this formula, charge and spin, kcal per mole: 78.1

Element x y z (Å)
C: 0.37 -2.89 7.15
C: -0.60 -3.84 7.93
C: -1.62 -4.48 6.99
C: -2.29 -3.52 6.18
N: -2.87 -2.75 5.52
H: -0.20 -2.14 6.62
H: 0.97 -3.42 6.41
H: 1.02 -2.35 7.84
H: -1.17 -3.18 8.59
H: -0.17 -4.68 8.46
H: -2.44 -5.06 7.42
H: -1.09 -5.20 6.37
C: 5.10 1.31 5.31
C: 6.06 0.18 5.65
C: 6.34 0.07 7.18
C: 7.21 1.20 7.56
N: 7.85 2.13 7.81
H: 5.08 1.46 4.23
H: 5.43 2.23 5.78
H: 4.08 1.11 5.63
H: 7.02 0.39 5.18
H: 5.64 -0.75 5.26
H: 6.83 -0.89 7.30
H: 5.46 0.07 7.82
C: 5.60 -6.79 7.03
C: 4.28 -7.56 6.79
C: 3.99 -7.81 5.29
C: 3.87 -6.61 4.42
N: 3.73 -5.68 3.75
H: 5.55 -5.84 6.50
H: 6.34 -7.41 6.53
H: 5.76 -6.63 8.10
H: 3.45 -6.97 7.19
H: 4.37 -8.49 7.35
H: 3.11 -8.39 5.00
H: 4.76 -8.42 4.82
C: 2.52 4.62 -3.63
C: 3.24 5.97 -3.69
C: 4.71 5.79 -3.31
C: 4.92 5.32 -1.93
N: 5.09 4.96 -0.82
H: 1.54 4.75 -4.10
H: 2.44 4.26 -2.61
H: 3.04 3.89 -4.25
H: 2.70 6.66 -3.04
H: 3.13 6.33 -4.71
H: 5.28 6.72 -3.39
H: 5.20 5.11 -4.00
C: -4.19 6.06 -2.68
C: -3.65 7.18 -1.74
C: -4.51 8.48 -1.64
C: -5.93 8.12 -1.45
N: -7.06 7.88 -1.33
H: -4.53 6.41 -3.65
H: -5.13 5.67 -2.29
H: -3.49 5.24 -2.81
H: -2.71 7.61 -2.06
H: -3.55 6.68 -0.77
H: -4.42 9.15 -2.49
H: -4.19 9.10 -0.81
C: 5.16 -0.12 -1.12
C: 4.90 -1.48 -1.81
C: 4.06 -1.34 -3.14
C: 4.68 -0.36 -4.08
N: 5.13 0.40 -4.80
H: 5.56 0.59 -1.85
H: 5.93 -0.29 -0.37
H: 4.27 0.28 -0.63
H: 4.37 -2.10 -1.08
H: 5.88 -1.89 -2.04
H: 3.05 -1.08 -2.82
H: 4.10 -2.29 -3.67
C: -5.26 -8.94 -6.98
C: -5.21 -8.41 -5.47
C: -4.50 -7.07 -5.27
C: -5.01 -5.98 -6.05
N: -5.46 -5.13 -6.69
H: -5.70 -8.26 -7.70
H: -5.80 -9.89 -6.99
H: -4.29 -9.19 -7.42
H: -4.74 -9.17 -4.85
H: -6.23 -8.33 -5.09
H: -3.43 -7.15 -5.46
H: -4.53 -6.80 -4.21
C: -0.81 0.57 0.06
C: -0.81 -0.32 1.32
C: -0.67 -1.81 1.09
C: -1.58 -2.42 0.10
N: -2.28 -2.90 -0.68
H: 0.17 0.55 -0.42
H: -1.00 1.61 0.31
H: -1.56 0.35 -0.70
H: -1.75 -0.19 1.86
H: -0.01 -0.01 1.98
H: -0.77 -2.39 2.01
H: 0.34 -1.92 0.69
C: 1.77 6.33 3.32
C: 0.38 6.82 2.88
C: -0.36 7.68 3.87
C: 0.25 8.98 4.07
N: 0.74 10.03 4.27
H: 1.75 6.10 4.39
H: 2.50 7.12 3.16
H: 2.15 5.44 2.83
H: -0.31 5.99 2.73
H: 0.54 7.30 1.91
H: -0.38 7.29 4.89
H: -1.39 7.81 3.55
C: -6.27 0.21 -1.02
C: -6.12 0.10 -2.56
C: -7.30 -0.50 -3.22
C: -8.55 0.18 -2.91
N: -9.58 0.71 -2.66
H: -7.00 0.96 -0.75
H: -5.37 0.60 -0.54
H: -6.52 -0.75 -0.56
H: -5.22 -0.42 -2.89
H: -5.99 1.11 -2.93
H: -7.47 -1.53 -2.94
H: -7.21 -0.43 -4.31
C: -0.72 0.17 -6.59
C: -1.94 -0.61 -7.04
C: -1.94 -1.05 -8.48
C: -1.97 -0.06 -9.61
N: -2.02 0.70 -10.48
H: -0.57 1.01 -7.28
H: 0.17 -0.45 -6.54
H: -0.84 0.67 -5.63
H: -2.84 -0.03 -6.85
H: -2.04 -1.53 -6.46
H: -2.74 -1.75 -8.72
H: -1.05 -1.65 -8.67

Here are the Mulliken charges for atoms 1 to 4, given in e: number 1, C, carries -1.107; number 2, C, carries -0.364; number 3, C, carries -0.420; number 4, C, carries 0.253


# 2
Density functional theory data (wB97M-V/def2-TZVPD) for an isolated ion of composition C4H9ClN and charge +1 at a distorted geometry.

Total charge: +1
E_LUMO, eV: -3.4975
Gap between HOMO and LUMO, eV: 11.60
ΔE to the lowest compared entry with this formula, charge and spin, kcal per mole: 19.8

Element x y z (Å)
C: 0.45 -0.61 1.10
C: 0.44 -0.56 -1.07
C: 1.52 -0.84 0.00
C: -0.77 1.38 -0.03
N: -0.46 -0.11 0.05
Cl: 2.85 0.39 -0.05
H: 0.15 -1.54 1.79
H: 0.76 0.10 1.86
H: 0.45 0.19 -1.88
H: 0.06 -1.50 -1.46
H: 2.01 -1.85 -0.19
H: -1.37 1.54 0.78
H: 0.18 1.73 -0.23
H: -1.34 1.41 -1.08
H: -1.39 -0.49 -0.01

Here are the natural (NBO) charges for atoms 1 to 4, given in e: number 1, C, carries -0.266; number 2, C, carries -0.227; number 3, C, carries -0.220; number 4, C, carries -0.374


# 3
Density functional theory data (wB97M-V/def2-TZVPD) for C4H10NO3 as an isolated structure at a distorted geometry.

Total charge: -1
E_LUMO, eV: 3.7944
Gap between HOMO and LUMO, eV: 8.63
ΔE to the lowest compared entry with this formula, charge and spin, kcal per mole: 102.7

Element x y z (Å)
C: -1.31 1.87 0.97
C: -0.14 1.46 0.07
N: -0.56 0.27 -0.59
C: 0.97 -0.51 -1.18
C: 1.89 -1.56 -0.50
O: 1.40 -2.28 0.40
O: 3.03 -1.58 -0.97
H: -1.23 2.81 1.52
H: -1.53 1.02 1.61
H: -2.17 1.99 0.30
H: 0.14 2.26 -0.65
H: 0.76 1.41 0.71
H: -0.14 -0.75 -0.67
H: 1.59 0.35 -1.40
H: 0.72 -0.95 -2.16
H: -0.54 -2.42 0.95
H: -1.41 -1.24 0.65
O: -1.48 -2.16 0.94

Here are the natural (NBO) charges for atoms 1 to 4, given in e: number 1, C, carries -0.607; number 2, C, carries -0.228; number 3, N, carries -0.707; number 4, C, carries -0.482